Entry 1:
ORCA calculation (ωB97M-V/def2-TZVPD) on a molecular structure, C3H6N2O2.

Last column: Mulliken charge in e.
Geometry (Å):
C1 1.2138 -0.9880 -0.2255  0.0961
C2 -0.7064 -0.3632 -0.0752  0.5766
C3 -0.8425 0.8955 -0.7258  -0.4001
N1 1.6908 -1.4451 0.7797  -0.4684
N2 -0.7991 2.1173 -0.1969  -0.3841
O1 -0.7901 -0.1314 1.3657  -0.5632
O2 -0.9254 -1.5566 -0.4310  -0.6665
H1 1.1681 -1.2780 -1.2799  0.3286
H2 -0.9769 0.8992 -1.7989  0.4087
H3 2.4046 -2.1037 0.9819  0.2297
H4 -0.2704 2.6996 -0.7645  0.2233
H5 -0.7723 2.2765 0.7865  0.2490
H6 -0.3943 -1.0222 1.5840  0.3701

HOMO (spin up / spin down), eV: -7.53 / -7.64
2S+1: 1

Entry 2:
ORCA calculation (ωB97M-V/def2-TZVPD) on a single C5H6 molecule.

Last column: Mulliken charge in e.
Geometry (Å):
C1 -1.4764 2.1418 0.1160  0.3125
C2 -0.3515 1.7276 0.2645  -0.3865
C3 0.9240 1.0572 0.2797  -0.7218
C4 1.0372 -0.1656 -0.1801  -0.1060
C5 -0.1394 -1.0626 -0.2410  -0.9868
H1 -2.5311 2.5296 -0.0059  0.3450
H2 1.7306 1.5919 0.6752  0.3570
H3 1.9887 -0.6192 -0.1576  0.3498
H4 -0.8517 -0.5868 -0.9173  0.2534
H5 -0.5396 -1.1117 0.8358  0.2305
H6 0.0057 -2.0782 -0.5131  0.3529

HOMO, eV: -9.00
SMILES: C#C/C=C\C
2S+1: 1

Entry 3:
ORCA calculation (ωB97M-V/def2-TZVPD) on a single C2H5IO molecule.

Last column: Mulliken charge in e.
Geometry (Å):
C1 0.0232 0.5653 -0.0664  -1.2831
C2 -0.8560 -0.5182 0.4068  -0.1217
O1 -0.5302 -1.7536 -0.0429  -0.4860
I1 -2.8316 0.0057 -0.1023  0.1155
H1 -0.1914 0.5535 -1.1600  0.3509
H2 -0.2491 1.5799 0.3236  0.3306
H3 1.0035 0.2710 -0.0299  0.3569
H4 -0.8053 -0.6356 1.5844  0.3884
H5 -0.5517 -1.8132 -1.0754  0.3485

HOMO (spin up / spin down), eV: -4.80 / -9.98
<S²>: 2.0052
2S+1: 3

Max |F|, record by record: 3.141; 2.248; 6.354 eV/A
Calculated total energy, record by record: -10279.06335; -5279.26221; -12297.74254 eV
ΔE to the lowest compared entry with this formula, charge and spin, record by record: 132.23; 44.67; 8.99 kcal/mol